Record 1
Computed, not measured: one molecule with the formula C4H7NO, with the ωB97M-V functional and the def2-TZVPD basis.

Each atom is followed by the atoms it is bonded to, with distances in Å.
Element x y z (Å)
1 C 0.1303 -0.2908 -0.8817  C2 1.478, C5 1.674, H7 1.090, H8 1.089
2 C -0.9162 0.4290 -0.1255  C1 1.478, O4 1.518, H9 1.091, H10 1.090
3 C 0.6636 -0.1819 1.8382  O4 1.415, H11 1.093, H12 1.095, H13 1.093
4 O -0.6176 -0.1655 1.2385  C2 1.518, C3 1.415
5 C -0.3040 0.1475 -2.4384  C1 1.674, N6 1.161
6 N -0.4993 0.3581 -3.5628  C5 1.161
7 H 1.1392 0.1058 -0.7663  C1 1.090
8 H 0.0848 -1.3787 -0.8544  C1 1.089
9 H -1.9304 0.1045 -0.3629  C2 1.091
10 H -0.8134 1.5139 -0.1315  C2 1.090
11 H 0.6065 -0.6136 2.8409  C3 1.093
12 H 1.3565 -0.8470 1.3121  C3 1.095
13 H 1.0999 0.8187 1.8937  C3 1.093

Calculated values
HOMO energy: -0.377 Eh
LUMO energy: 0.7 eV
Energy relative to the best compared isomer or geometry (same formula, charge and spin): 63.2 kcal/mol
Electronic energy: -7796.905 eV
Orbital gap: 10.96 eV
Structure (SMILES): COCCC#N

Record 2
Computed, not measured: an isolated ion of composition C5H10N3O2S and charge +1, with the ωB97M-V functional and the def2-TZVPD basis.

Each atom is followed by the atoms it is bonded to, with distances in Å.
Element x y z (Å)
1 C 1.7052 -1.0363 0.0337  C2 1.337, N6 1.418, H12 1.043
2 C 1.9690 0.2713 -0.0596  C1 1.337, N7 1.386, N8 1.343
3 C -0.2701 0.0252 0.1363  N6 1.335, N7 1.369, S11 1.842
4 C -0.2898 -2.4979 0.0537  N6 1.442, H13 1.153, H14 1.053, H15 1.097
5 C -2.4393 2.0835 -0.0292  S11 1.815, H16 1.168, H17 1.015, H18 1.093
6 N 0.2947 -1.1794 0.0252  C1 1.418, C3 1.335, C4 1.442
7 N 0.7512 0.9293 0.0143  C2 1.386, C3 1.369, H19 1.049
8 N 3.2005 0.8016 -0.1326  C2 1.343, H20 0.976, H21 1.055
9 O -2.3139 -0.2414 -1.2119  S11 1.400
10 O -2.5820 -0.3218 1.2151  S11 1.405
11 S -2.0896 0.3045 0.0576  C3 1.842, C5 1.815, O9 1.400, O10 1.405
12 H 2.4244 -1.7644 0.2329  C1 1.043
13 H -1.0446 -2.7310 0.8941  C4 1.153
14 H -0.7606 -2.8552 -0.8183  C4 1.053
15 H 0.6081 -3.1029 0.2309  C4 1.097
16 H -3.5994 2.2185 -0.0267  C5 1.168
17 H -2.2002 2.4761 0.8753  C5 1.015
18 H -1.8070 2.6049 -0.7521  C5 1.093
19 H 0.9310 1.9193 -0.2815  N7 1.049
20 H 3.9854 0.2955 -0.4179  N8 0.976
21 H 3.5268 1.8006 -0.0390  N8 1.055

Calculated values
HOMO energy: -0.470 Eh
Net charge: +1
LUMO energy: -3.5 eV
Energy relative to the best compared isomer or geometry (same formula, charge and spin): 48.2 kcal/mol
Electronic energy: -24738.865 eV
Orbital gap: 9.33 eV
Structure (SMILES): Cn1cc(N)[nH+]c1S(C)(=O)=O

Record 3
Computed, not measured: a 7-piece molecular cluster, C34H87N5O12 overall, with the ωB97M-V functional and the def2-TZVPD basis.

Each atom is followed by the atoms it is bonded to, with distances in Å.
Element x y z (Å)
1 C -7.3450 -0.3757 0.2086  C2 1.501, H4 1.154, H5 1.115, H6 1.115
2 C -7.7262 -1.7034 0.7948  C1 1.501, O3 1.451, H7 1.128, H8 1.109
3 O -8.0501 -2.6118 -0.2897  C2 1.451, H9 0.944
4 H -7.2877 0.3929 1.0671  C1 1.154
5 H -8.1496 -0.0385 -0.4852  C1 1.115
6 H -6.3751 -0.5023 -0.3263  C1 1.115
7 H -8.6382 -1.5545 1.4414  C2 1.128
8 H -6.8691 -2.0964 1.3789  C2 1.109
9 H -8.9412 -2.4291 -0.5399  O3 0.944
10 C -1.0413 0.9461 -1.8552  C11 1.498, H13 1.107, H14 1.118, H15 1.128
11 C 0.2748 0.2558 -1.6692  C10 1.498, O12 1.443, H16 1.119, H17 1.114
12 O 0.7723 0.3831 -0.3204  C11 1.443, H18 0.989
13 H -1.7619 0.7527 -1.0377  C10 1.107
14 H -1.4878 0.6660 -2.8417  C10 1.118
15 H -0.8060 2.0469 -1.9227  C10 1.128
16 H 0.9739 0.7072 -2.4176  C11 1.119
17 H 0.2169 -0.8342 -1.8903  C11 1.114
18 H 1.6878 0.0085 -0.3276  O12 0.989
19 C 4.7789 1.5362 -3.3821  O20 1.399, H28 1.125, H29 1.189, H30 1.086
20 O 4.8360 0.5426 -2.3994  C19 1.399, C21 1.460
21 C 4.1893 0.9812 -1.1665  O20 1.460, C22 1.473, H31 1.089, H32 1.124
22 C 4.1855 -0.0484 -0.1129  C21 1.473, N23 1.465, H33 1.085, H34 1.116
23 N 3.2085 -1.1054 -0.3864  C22 1.465, C24 1.452, H35 1.034
24 C 2.6766 -1.9361 0.6795  N23 1.452, C25 1.498, H36 1.110, H37 1.085
25 C 3.6742 -2.9133 1.2211  C24 1.498, O26 1.408, H38 1.132, H39 1.107
26 O 4.6961 -2.1980 1.8752  C25 1.408, C27 1.451
27 C 4.8386 -2.4594 3.2957  O26 1.451, H40 1.059, H41 1.050, H42 1.112
28 H 5.3632 2.4660 -3.1393  C19 1.125
29 H 3.6712 1.8761 -3.6509  C19 1.189
30 H 5.0157 1.1090 -4.3517  C19 1.086
31 H 3.1924 1.2941 -1.4746  C21 1.089
32 H 4.7504 1.8766 -0.7844  C21 1.124
33 H 3.9072 0.3565 0.8543  C22 1.085
34 H 5.2218 -0.4391 0.0268  C22 1.116
35 H 3.5685 -1.6573 -1.1833  N23 1.034
36 H 1.7945 -2.5425 0.3872  C24 1.110
37 H 2.3265 -1.2321 1.4271  C24 1.085
38 H 4.0821 -3.5304 0.3638  C25 1.132
39 H 3.2159 -3.6458 1.9135  C25 1.107
40 H 3.9895 -2.3239 3.9133  C27 1.059
41 H 5.6209 -1.8750 3.6825  C27 1.050
42 H 5.2095 -3.4988 3.4359  C27 1.112
43 C 7.0038 2.0331 1.2866  O44 1.406, H52 1.098, H53 1.136, H54 1.069
44 O 5.7460 2.5515 1.6399  C43 1.406, C45 1.391
45 C 5.8751 3.9063 1.9265  O44 1.391, C46 1.520, H55 1.148, H56 1.064
46 C 4.5977 4.2562 2.6714  C45 1.520, N47 1.435, H57 1.139, H58 1.095
47 N 3.4485 3.8022 1.9426  C46 1.435, C48 1.534, H59 0.999
48 C 2.0948 4.2999 2.4666  N47 1.534, C49 1.513, H60 1.115, H61 1.098
49 C 1.0429 3.2466 2.1942  C48 1.513, O50 1.404, H62 1.104, H63 1.085
50 O 1.3476 2.0689 2.8945  C49 1.404, C51 1.419
51 C 0.2587 1.1593 2.8624  O50 1.419, H64 1.121, H65 1.069, H66 1.060
52 H 7.8557 2.3702 1.8922  C43 1.098
53 H 7.2072 2.3040 0.2025  C43 1.136
54 H 7.0089 0.9795 1.4696  C43 1.069
55 H 5.9027 4.4331 0.9068  C45 1.148
56 H 6.7654 4.0401 2.4938  C45 1.064
57 H 4.6194 5.3831 2.8371  C46 1.139
58 H 4.5593 3.7700 3.6519  C46 1.095
59 H 3.4470 2.8036 1.9213  N47 0.999
60 H 1.7972 5.2272 1.9234  C48 1.115
61 H 2.1875 4.3757 3.5581  C48 1.098
62 H 0.9716 3.0678 1.1068  C49 1.104
63 H 0.0723 3.6218 2.5015  C49 1.085
64 H -0.5777 1.5993 3.4650  C51 1.121
65 H 0.6427 0.2769 3.3284  C51 1.069
66 H 0.0029 0.9663 1.8517  C51 1.060
67 C -4.5626 -2.9657 -2.7247  O68 1.457, H76 1.092, H77 1.105, H78 1.114
68 O -4.1012 -2.3045 -1.5110  C67 1.457, C69 1.424
69 C -2.7194 -2.5726 -1.2928  O68 1.424, C70 1.486, H79 1.130, H80 1.066
70 C -2.3656 -2.2235 0.1071  C69 1.486, N71 1.506, H81 1.083, H82 1.140
71 N -3.0357 -3.1823 1.0550  C70 1.506, C72 1.470, H83 0.992
72 C -2.7680 -2.7998 2.4492  N71 1.470, C73 1.526, H84 1.128, H85 1.129
73 C -1.3215 -3.1828 2.7480  C72 1.526, O74 1.398, H86 1.198, H87 1.069
74 O -1.0038 -3.1003 4.1072  C73 1.398, C75 1.387
75 C 0.3627 -3.1952 4.3270  O74 1.387, H88 1.144, H89 1.104, H90 1.084
76 H -5.6533 -2.9145 -2.7266  C67 1.092
77 H -4.0462 -3.9414 -2.6833  C67 1.105
78 H -4.1571 -2.3995 -3.5941  C67 1.114
79 H -2.1297 -1.9704 -2.0461  C69 1.130
80 H -2.5401 -3.5955 -1.5341  C69 1.066
81 H -2.5895 -1.2080 0.4108  C70 1.083
82 H -1.2264 -2.2225 0.1549  C70 1.140
83 H -4.0083 -3.0894 0.8835  N71 0.992
84 H -3.2978 -3.5679 3.0826  C72 1.128
85 H -2.9274 -1.7021 2.6623  C72 1.129
86 H -0.5875 -2.4420 2.1581  C73 1.198
87 H -1.1935 -4.1795 2.3821  C73 1.069
88 H 0.6190 -3.2335 5.4415  C75 1.144
89 H 0.9167 -2.3368 3.9081  C75 1.104
90 H 0.8079 -4.0406 3.8149  C75 1.084
91 C -5.5872 0.2424 6.9800  O92 1.416, H100 1.064, H101 1.046, H102 1.082
92 O -5.0693 0.5375 5.6954  C91 1.416, C93 1.394
93 C -3.9440 1.3600 5.6793  O92 1.394, C94 1.521, H103 1.095, H104 1.112
94 C -3.2910 1.3010 4.3071  C93 1.521, N95 1.466, H105 1.103, H106 1.095
95 N -4.0661 1.9812 3.2645  C94 1.466, C96 1.478, H107 1.031
96 C -3.7222 1.4485 1.9299  N95 1.478, C97 1.492, H108 1.089, H109 1.154
97 C -4.3624 2.3751 0.9519  C96 1.492, O98 1.444, H110 1.124, H111 1.129
98 O -3.7403 3.6435 1.2520  C97 1.444, C99 1.393
99 C -4.5204 4.7047 0.7987  O98 1.393, H112 1.072, H113 1.106, H114 1.085
100 H -4.8025 -0.1538 7.5802  C91 1.064
101 H -6.3005 -0.5145 6.8714  C91 1.046
102 H -6.0037 1.1614 7.3702  C91 1.082
103 H -3.1898 1.0230 6.3977  C93 1.095
104 H -4.2365 2.4096 5.9038  C93 1.112
105 H -3.1379 0.2536 3.9970  C94 1.103
106 H -2.2880 1.7351 4.3656  C94 1.095
107 H -3.7796 2.9711 3.2277  N95 1.031
108 H -4.0390 0.4070 1.8973  C96 1.089
109 H -2.5840 1.4390 1.7377  C96 1.154
110 H -5.4660 2.3576 1.1652  C97 1.124
111 H -4.2317 1.9651 -0.0921  C97 1.129
112 H -3.9640 5.6197 0.8507  C99 1.072
113 H -5.4518 4.6690 1.3933  C99 1.106
114 H -4.7960 4.6760 -0.2499  C99 1.085
115 C 2.0772 -4.2690 -6.0274  O116 1.421, H124 1.117, H125 1.091, H126 1.100
116 O 1.6416 -3.5149 -4.9049  C115 1.421, C117 1.400
117 C 2.6837 -2.7588 -4.3555  O116 1.400, C118 1.546, H127 1.123, H128 1.125
118 C 3.4357 -1.7764 -5.2833  C117 1.546, N119 1.461, H129 1.095, H130 1.094
119 N 2.6386 -1.1147 -6.3139  C118 1.461, C120 1.454, H131 1.013
120 C 1.3585 -0.6376 -5.8173  N119 1.454, C121 1.558, H132 1.102, H133 1.063
121 C 0.5914 0.2865 -6.8098  C120 1.558, O122 1.453, H134 1.075, H135 1.053
122 O 1.3361 1.5207 -6.9967  C121 1.453, C123 1.370
123 C 0.8581 2.3214 -8.0003  O122 1.370, H136 1.093, H137 1.157, H138 1.071
124 H 3.0927 -4.6983 -5.8485  C115 1.117
125 H 2.1757 -3.7372 -6.9752  C115 1.091
126 H 1.4958 -5.2027 -6.0441  C115 1.100
127 H 2.3150 -2.1746 -3.4706  C117 1.123
128 H 3.4649 -3.5174 -4.0747  C117 1.125
129 H 3.9219 -0.9848 -4.7038  C118 1.095
130 H 4.2311 -2.2255 -5.8852  C118 1.094
131 H 3.2379 -0.4070 -6.7219  N119 1.013
132 H 0.6892 -1.5126 -5.7890  C120 1.102
133 H 1.3065 -0.2341 -4.8355  C120 1.063
134 H 0.4545 -0.1333 -7.7897  C121 1.075
135 H -0.3443 0.5585 -6.4117  C121 1.053
136 H 1.4721 3.2230 -8.0598  C123 1.093
137 H -0.2221 2.6569 -7.7558  C123 1.157
138 H 0.8530 1.9004 -8.9855  C123 1.071

Calculated values
HOMO energy: -0.308 Eh
LUMO energy: 0.7 eV
Energy relative to the best compared isomer or geometry (same formula, charge and spin): 69.4 kcal/mol
Electronic energy: -68679.352 eV
Orbital gap: 9.07 eV
Structure (SMILES): COCCNCCOC.COCCNCCOC.COCCNCCOC.COCCNCCOC.COCCNCCOC.CCO.CCO

Record 4
Computed, not measured: a 2-piece molecular cluster, CH3ClFN overall, with the ωB97M-V functional and the def2-TZVPD basis.

Each atom is followed by the atoms it is bonded to, with distances in Å.
Element x y z (Å)
1 C -1.1536 -0.1431 0.0095  H5 1.098, H6 1.136, H7 1.104
2 N 1.2459 0.3245 0.4605  F3 1.414, Cl4 1.677
3 F 1.3601 1.4781 -0.3492  N2 1.414
4 Cl 2.1224 -1.0236 -0.0159  N2 1.677
5 H -1.1895 0.8766 0.4137  C1 1.098
6 H -0.9702 -0.4435 -1.0704  C1 1.136
7 H -1.4151 -1.0690 0.5518  C1 1.104

Calculated values
HOMO energy (spin up / spin down): -0.301 / -0.430 Eh
LUMO energy (spin up / spin down): 0.4 / -1.6 eV
Multiplicity: 3
Energy relative to the best compared isomer or geometry (same formula, charge and spin): 36.9 kcal/mol
Electronic energy: -17808.926 eV
Orbital gap (spin up / spin down): 8.59 / 10.06 eV
Expectation value of S²: 2.01

Repeat the second record exactly.
Computed, not measured: an isolated ion of composition C5H10N3O2S and charge +1, with the ωB97M-V functional and the def2-TZVPD basis.

Each atom is followed by the atoms it is bonded to, with distances in Å.
Element x y z (Å)
1 C 1.7052 -1.0363 0.0337  C2 1.337, N6 1.418, H12 1.043
2 C 1.9690 0.2713 -0.0596  C1 1.337, N7 1.386, N8 1.343
3 C -0.2701 0.0252 0.1363  N6 1.335, N7 1.369, S11 1.842
4 C -0.2898 -2.4979 0.0537  N6 1.442, H13 1.153, H14 1.053, H15 1.097
5 C -2.4393 2.0835 -0.0292  S11 1.815, H16 1.168, H17 1.015, H18 1.093
6 N 0.2947 -1.1794 0.0252  C1 1.418, C3 1.335, C4 1.442
7 N 0.7512 0.9293 0.0143  C2 1.386, C3 1.369, H19 1.049
8 N 3.2005 0.8016 -0.1326  C2 1.343, H20 0.976, H21 1.055
9 O -2.3139 -0.2414 -1.2119  S11 1.400
10 O -2.5820 -0.3218 1.2151  S11 1.405
11 S -2.0896 0.3045 0.0576  C3 1.842, C5 1.815, O9 1.400, O10 1.405
12 H 2.4244 -1.7644 0.2329  C1 1.043
13 H -1.0446 -2.7310 0.8941  C4 1.153
14 H -0.7606 -2.8552 -0.8183  C4 1.053
15 H 0.6081 -3.1029 0.2309  C4 1.097
16 H -3.5994 2.2185 -0.0267  C5 1.168
17 H -2.2002 2.4761 0.8753  C5 1.015
18 H -1.8070 2.6049 -0.7521  C5 1.093
19 H 0.9310 1.9193 -0.2815  N7 1.049
20 H 3.9854 0.2955 -0.4179  N8 0.976
21 H 3.5268 1.8006 -0.0390  N8 1.055

Calculated values
HOMO energy: -0.470 Eh
Net charge: +1
LUMO energy: -3.5 eV
Energy relative to the best compared isomer or geometry (same formula, charge and spin): 48.2 kcal/mol
Electronic energy: -24738.865 eV
Orbital gap: 9.33 eV
Structure (SMILES): Cn1cc(N)[nH+]c1S(C)(=O)=O